Entry 1:
Here is one molecule with the formula C10H12ClNO at a distorted geometry from OMol25. Energies are from wB97M-V/def2-TZVPD.

Values from the calculation:
- HOMO level (alpha / beta): -5.443 / -9.950 eV
- LUMO energy (alpha / beta): 0.7 / -2.7 eV
- Frontier orbital gap (alpha / beta): 6.2 / 7.3 eV
- ⟨S²⟩: 2.01
- E: -26617.148 eV
- 2S+1: 3

```
25
C10H12ClNO, DFT wB97M-V/def2-TZVPD
C -0.6670 -2.2428 -0.4984
C 0.0006 0.7873 -1.6387
C 0.8317 0.0368 -0.9741
C -0.9094 1.8927 0.4729
C 0.1914 1.1561 1.2107
C -1.9610 -0.0959 -0.4786
C -1.2790 1.1909 -0.8878
C -0.9875 -1.0537 0.2171
C 0.5108 -0.1821 0.4904
C 2.7323 -1.2492 0.6809
N -0.3768 -3.1576 -1.1047
O 1.3913 -1.1082 1.1425
Cl -1.7287 -1.6147 1.6718
H -0.0622 1.0121 -2.7120
H 1.8243 -0.2952 -1.4310
H -2.0032 1.9851 0.8186
H -0.7313 2.9997 0.4751
H 1.1621 1.7375 1.1877
H -0.0399 0.9666 2.1864
H -2.8431 -0.0171 0.1600
H -2.2979 -0.6111 -1.3740
H -2.0196 1.8014 -1.4210
H 2.7586 -2.0632 -0.1567
H 3.3515 -1.5287 1.6628
H 3.1518 -0.3467 0.2999
```

Entry 2:
Here is C42H38FGeMgN3O8 as an isolated structure at a distorted geometry from OMol25. Energies are from wB97M-V/def2-TZVPD.

Values from the calculation:
- Charge: -1
- HOMO level (alpha / beta): -4.468 / -5.832 eV
- LUMO energy (alpha / beta): 2.0 / 1.9 eV
- Frontier orbital gap (alpha / beta): 6.4 / 7.7 eV
- ⟨S²⟩: 0.75
- E: -129706.457 eV
- 2S+1: 2

```
94
C42H38FGeMgN3O8, DFT wB97M-V/def2-TZVPD
Mg -1.1313 -0.9138 1.8863
O -1.8820 -3.6607 4.5310
C -1.9009 -2.7518 3.7063
O -0.8793 -2.1628 3.2115
C -3.2978 -2.2431 3.2347
C -3.4064 -0.7001 3.2277
C -4.8889 -0.2980 3.2133
C -5.2778 -0.6430 1.7524
C -3.9380 -1.1508 1.2026
O -2.9878 -0.3407 1.9034
C -3.6293 -2.5615 1.7348
C -2.4452 -3.1458 0.9333
O -2.4537 -4.3252 0.6174
O -1.5393 -2.2824 0.5826
H -4.0230 -2.6938 3.9089
H -2.7873 -0.1878 3.9591
H -5.0048 0.7655 3.4204
H -5.4621 -0.8579 3.9506
H -5.6050 0.2431 1.2080
H -6.0604 -1.3969 1.6782
H -3.8209 -1.0467 0.1259
H -4.4640 -3.2519 1.6336
C 5.1828 2.6404 2.5854
C 5.3472 1.1190 2.5637
C 6.3722 0.7359 1.5036
C 6.4844 -0.7783 1.3907
C 5.1383 -1.3253 1.0047
C 5.0086 -2.4791 0.2639
C 3.7455 -2.9736 -0.0411
F 3.6734 -4.1480 -0.6985
C 2.6057 -2.3065 0.3066
C 2.7213 -1.1133 1.0260
C 1.5107 -0.3875 1.3963
O 0.4228 -0.5927 0.8057
C 1.6771 0.5476 2.4659
C 2.9262 0.9186 2.8388
N 4.0627 0.4604 2.2623
C 3.9841 -0.6421 1.4251
C 0.4846 1.0994 3.2566
O 0.7347 1.9558 4.1050
O -0.6386 0.6024 2.9587
H 6.1614 3.1165 2.5298
H 4.6844 2.9918 3.4862
H 4.5923 2.9564 1.7247
H 5.6931 0.7734 3.5449
H 7.3343 1.1831 1.7543
H 6.0430 1.1390 0.5413
H 6.8013 -1.1963 2.3518
H 7.2344 -1.0570 0.6493
H 5.8859 -3.0230 -0.0623
H 1.6167 -2.6772 0.0758
H 3.0271 1.6317 3.6453
C -2.6450 -2.3866 -2.3907
Ge -1.5532 -0.9201 -1.5601
C 0.2989 -1.1596 -2.2770
C 1.1480 -0.0609 -2.4060
C 2.4336 -0.2125 -2.8998
C 2.8945 -1.4731 -3.2617
C 2.0600 -2.5734 -3.1346
C 0.7752 -2.4175 -2.6304
C -2.3442 0.7374 -2.5252
C -3.2557 1.4631 -1.7977
C -3.8645 2.6281 -2.3030
C -3.5399 3.0852 -3.5466
C -2.6020 2.3863 -4.3403
C -2.2399 2.8551 -5.6258
C -1.3613 2.1639 -6.4094
C -0.8015 0.9608 -5.9393
C -1.1262 0.4882 -4.6983
C -2.0116 1.1877 -3.8413
H -2.3024 -2.5929 -3.4060
H -3.6892 -2.0742 -2.4322
H -2.5753 -3.2949 -1.7930
H 0.7795 0.9280 -2.1478
H 3.0733 0.6542 -3.0223
H 3.9048 -1.5962 -3.6335
H 2.4128 -3.5561 -3.4212
H 0.1292 -3.2811 -2.5129
H -3.5041 1.1496 -0.7907
H -4.5841 3.1625 -1.6944
H -3.9909 3.9858 -3.9485
H -2.6733 3.7870 -5.9727
H -1.1060 2.5251 -7.3982
H -0.1001 0.4203 -6.5627
H -0.6954 -0.4367 -4.3509
N -1.0543 2.2952 0.6672
C -0.2528 3.3150 1.0376
C -1.0474 4.2297 1.6834
C -2.3264 3.6459 1.6724
N -2.3157 2.4743 1.0613
H -0.7840 1.4085 0.2605
H 0.8025 3.3242 0.8244
H -0.7538 5.1759 2.1018
H -3.2448 4.0332 2.0828
```

Entry 3:
Here is a 13-piece molecular cluster, C44H123N9O15 overall at a distorted geometry from OMol25. Energies are from wB97M-V/def2-TZVPD.

Values from the calculation:
- HOMO level: -8.411 eV
- LUMO energy: 0.6 eV
- Frontier orbital gap: 9.0 eV
- E: -91737.844 eV

```
191
C44H123N9O15, DFT wB97M-V/def2-TZVPD
C 17.0221 15.9796 14.3172
C 17.0355 16.0096 15.8614
O 16.8079 14.6845 16.3256
H 15.9982 16.0084 13.9655
H 17.5905 15.1641 13.8643
H 17.4084 16.8780 13.8877
H 16.2655 16.6633 16.2118
H 18.0480 16.2355 16.2150
H 17.3647 14.0548 15.8411
C 16.6388 19.6077 9.2174
C 15.6096 18.6535 8.5243
O 14.2837 19.0823 8.8392
H 17.7032 19.3269 8.9453
H 16.4232 19.6121 10.2864
H 16.3785 20.6605 8.9063
H 15.7218 17.7561 9.1653
H 15.8073 18.5526 7.4004
H 14.2496 20.0414 8.6121
C 13.5409 14.1916 8.6963
C 14.0470 13.2590 9.7536
C 12.9763 12.3398 10.3174
O 13.5202 11.5220 11.2986
C 12.5641 10.6261 11.8288
N 15.2113 12.4854 9.2249
H 14.4022 14.8781 8.4170
H 12.7366 14.8864 9.1269
H 13.1198 13.6478 7.8374
H 14.3722 13.7813 10.6469
H 12.3018 11.7688 9.5839
H 12.2418 13.0616 10.8091
H 11.5899 11.0603 11.8570
H 13.0290 10.2421 12.7002
H 12.4965 9.7246 11.1967
H 15.3551 11.7023 9.8177
H 15.0883 11.9371 8.3842
C 13.0148 13.9911 18.8427
C 14.2142 14.7713 18.4669
C 13.9930 16.3022 18.7234
O 12.9006 16.8247 17.9744
C 12.5723 18.2040 18.3101
N 15.4163 14.3512 19.2216
H 12.2566 14.1321 18.1099
H 12.6791 14.2328 19.8440
H 13.2048 12.8880 18.8399
H 14.3712 14.5262 17.3842
H 14.8480 16.9538 18.6233
H 13.7341 16.4022 19.7776
H 11.6726 18.3713 17.8269
H 13.3547 18.8466 17.9063
H 12.4122 18.2646 19.3375
H 16.1955 14.9650 19.1004
H 15.7195 13.4966 18.8763
C 13.0085 15.0156 15.1959
C 12.5522 14.9666 13.7368
C 13.6068 15.2874 12.7410
O 13.8455 16.6521 12.5495
C 14.5843 16.9229 11.3944
N 12.0660 13.6463 13.4410
H 12.9633 16.0022 15.5574
H 14.0078 14.6102 15.2259
H 12.4105 14.3077 15.7651
H 11.7301 15.6177 13.6151
H 13.3119 14.9030 11.7501
H 14.4960 14.6389 13.0162
H 15.6052 16.6736 11.4379
H 14.5025 18.0154 11.1670
H 14.1225 16.3056 10.5764
H 11.7271 13.5764 12.4879
H 11.2634 13.4240 14.0556
C 9.2999 15.0336 19.7480
C 8.8070 16.2773 19.0545
C 9.1130 17.5745 19.8128
O 8.4731 17.7058 21.0919
C 7.1059 17.8784 20.9606
N 9.5617 16.3236 17.8066
H 10.3410 15.1593 19.8377
H 9.0571 14.1373 19.1943
H 8.7720 15.0284 20.7407
H 7.7459 16.2096 18.8854
H 8.7983 18.4282 19.1905
H 10.1824 17.6037 20.0139
H 6.5189 16.9013 20.7596
H 7.0298 18.6328 20.2130
H 6.6568 18.3018 21.8700
H 9.3858 17.2043 17.2992
H 10.5934 16.2094 17.9583
C 18.9106 10.9057 17.5692
C 17.7044 11.7655 17.8992
C 16.7499 11.6985 16.6500
O 17.4895 12.1074 15.4784
C 16.8934 11.4470 14.3173
N 17.0884 11.0940 19.0556
H 19.6414 11.0037 18.3289
H 19.3266 11.1034 16.5933
H 18.6901 9.8107 17.5487
H 17.9613 12.7898 18.0488
H 15.8270 12.3135 16.7921
H 16.3879 10.6471 16.5352
H 15.7741 11.3372 14.5721
H 17.3988 10.4983 14.2253
H 17.0408 12.0467 13.4613
H 17.8331 11.0807 19.7700
H 16.3562 11.6784 19.4287
C 20.9197 19.4540 11.3634
C 20.6980 18.5129 12.5470
C 19.7175 19.1676 13.4906
O 19.4520 18.2187 14.5496
C 18.8365 18.9351 15.6624
N 20.1721 17.2674 11.9962
H 21.5293 19.0294 10.5364
H 21.4058 20.3767 11.6734
H 20.0149 19.8000 10.9481
H 21.6317 18.4215 13.0991
H 18.7917 19.4332 12.9943
H 20.2337 20.0356 13.8382
H 18.6360 18.3100 16.5472
H 17.9221 19.2958 15.3283
H 19.5633 19.7177 15.9373
H 20.9046 16.8393 11.3723
H 20.1745 16.6943 12.8057
C 12.3630 20.6979 15.6168
C 13.2490 19.5671 15.2163
C 13.6649 19.6027 13.7537
O 14.2458 20.8560 13.5670
C 14.7335 21.0898 12.2919
N 14.4721 19.6777 16.0575
H 12.2376 20.6420 16.7238
H 11.3030 20.7304 15.1565
H 12.8546 21.6204 15.3037
H 12.8637 18.5595 15.4731
H 12.8979 19.3666 13.0448
H 14.4152 18.8086 13.5807
H 15.3297 21.9717 12.2175
H 13.9229 21.2896 11.5376
H 15.3082 20.2316 11.9480
H 15.0848 20.4770 15.8921
H 15.0236 18.8120 15.8630
C 10.3692 19.4165 9.9531
C 10.0204 18.1159 10.7093
C 11.0098 16.9760 10.4935
O 10.5177 15.7665 11.1610
C 9.4389 15.1134 10.5670
N 9.8400 18.4603 12.1081
H 9.9263 19.5652 8.9734
H 11.4473 19.6028 9.9331
H 9.9823 20.2073 10.5601
H 9.0870 17.7367 10.3250
H 11.9766 17.2063 10.9729
H 11.1503 16.9053 9.4108
H 8.4853 15.4272 10.9162
H 9.5931 14.0903 10.8454
H 9.3478 15.2453 9.4590
H 10.0720 17.6692 12.6558
H 10.4443 19.2386 12.4140
C 8.7403 11.5701 13.7536
C 8.3744 11.3058 15.1630
C 9.5959 11.2581 16.0404
O 10.2788 10.0806 15.5748
C 11.6228 10.0950 15.9110
N 7.3791 12.2473 15.6094
H 7.9001 11.9875 13.1646
H 9.0542 10.7072 13.1915
H 9.5765 12.2597 13.6235
H 7.8478 10.3281 15.2403
H 9.2701 11.1026 17.1009
H 10.2528 12.1444 15.8901
H 12.2579 10.9106 15.5580
H 12.1757 9.1671 15.5568
H 11.7060 10.0077 16.9694
H 7.7310 13.2024 15.5777
H 6.7493 11.9578 16.3594
C 17.6486 14.6240 10.7911
C 17.8155 15.7530 9.8086
O 17.9957 17.0720 10.3153
O 17.7879 13.4173 10.0849
H 16.6929 14.6149 11.3027
H 18.3508 14.5345 11.5609
H 16.8825 15.8126 9.1797
H 18.6762 15.4739 9.1593
H 18.6810 17.0732 11.0139
H 16.9364 13.2457 9.6574
C 8.9644 16.0666 14.4139
C 7.6657 16.8886 14.4100
O 7.4320 17.4910 15.7032
O 8.8165 15.0321 15.4203
H 9.8260 16.7330 14.6485
H 9.1607 15.5829 13.4772
H 6.7830 16.3022 14.1449
H 7.6987 17.6812 13.6675
H 6.9520 16.9098 16.3205
H 8.9256 15.4254 16.2919
```

Entry 4:
Here is a 3-piece molecular cluster, C9H21N3O3 overall at a distorted geometry from OMol25. Energies are from wB97M-V/def2-TZVPD.

Values from the calculation:
- Charge: -1
- HOMO level (alpha / beta): 0.655 / -6.461 eV
- LUMO energy (alpha / beta): 2.9 / 2.8 eV
- Frontier orbital gap (alpha / beta): 2.3 / 9.3 eV
- ⟨S²⟩: 0.75
- E: -20283.972 eV
- 2S+1: 2

```
36
C9H21N3O3, DFT wB97M-V/def2-TZVPD
C -2.3963 4.5707 1.7044
O -2.6447 4.2548 2.8643
N -2.0765 3.7885 0.6432
C -2.0613 4.4146 -0.7715
C -1.6217 2.4160 0.7193
H -2.5385 5.6237 1.4157
H -2.1237 5.5016 -0.7214
H -2.7914 3.9523 -1.4359
H -1.2190 4.0941 -1.3846
H -0.5960 2.3658 0.3538
H -1.7040 2.2059 1.7857
H -2.3206 1.8086 0.1443
C -0.3163 -5.2958 1.7336
O -1.0571 -5.8227 0.9440
N 0.1704 -4.0953 1.6732
C 1.1896 -3.5773 2.6511
C 0.0749 -3.1654 0.5605
H -0.0127 -5.8379 2.6426
H 2.1474 -3.3291 2.1938
H 1.4612 -4.3518 3.3683
H 0.6790 -2.8873 3.3229
H 0.9903 -3.2426 -0.0261
H -0.7885 -3.3737 -0.0715
H 0.0869 -2.1264 0.8897
C 2.6298 1.2044 -1.6133
O 2.2365 2.0008 -0.6744
N 1.7552 0.3477 -2.0824
C 2.1863 -0.6440 -2.9689
C 0.3187 0.2476 -1.6307
H 3.6395 1.0647 -2.0295
H 3.2304 -0.5985 -3.2787
H 1.6470 -0.5657 -3.9129
H 2.0145 -1.6109 -2.4960
H -0.4696 0.1060 -2.3701
H 0.1299 -0.6383 -1.0244
H 0.1505 1.1948 -1.1182
```

Entry 5:
Here is a 2-piece molecular cluster, C3H6O3 overall from OMol25. Energies are from wB97M-V/def2-TZVPD.

Values from the calculation:
- HOMO level: -9.229 eV
- LUMO energy: -0.2 eV
- Frontier orbital gap: 9.0 eV
- E: -9346.617 eV

```
12
C3H6O3, DFT wB97M-V/def2-TZVPD
O -1.2369 0.8337 -1.1724
C -0.7747 -0.5013 0.2259
C 0.6522 -0.3470 0.0120
O 1.0571 -0.3801 -1.2019
C 1.3498 0.5252 1.0603
O 2.3469 1.1546 0.8464
H -1.9071 0.4856 -1.7774
H -1.2606 -1.2866 -0.3404
H -1.2692 -0.1590 1.1335
H 0.5297 -1.3794 0.7078
H -0.3436 0.5371 -1.5575
H 0.8563 0.5172 2.0636
```

Entry 6:
Here is C17H22BBr2N8Ti as an isolated structure from OMol25. Energies are from wB97M-V/def2-TZVPD.

Values from the calculation:
- Charge: +3
- HOMO level: -17.861 eV
- LUMO energy: -11.8 eV
- Frontier orbital gap: 6.0 eV
- E: -193758.802 eV

```
51
C17H22BBr2N8Ti, DFT wB97M-V/def2-TZVPD
Ti -0.8511 1.0151 1.1057
C 0.6757 -0.0238 4.3539
C 1.0638 -0.6104 3.0440
C 1.9921 -1.6169 2.8064
C 2.0021 -1.8095 1.4406
N 1.1123 -0.9741 0.8677
N 0.5257 -0.2194 1.8648
B 1.0597 -0.5965 -0.5803
N -1.2100 0.0867 -0.4946
C -1.7483 -0.1497 -1.7189
C -2.9652 -0.7703 -1.5267
C -3.1764 -0.8467 -0.1308
C -4.3523 -1.3767 0.5995
N -2.0879 -0.3378 0.4600
N 1.2671 0.8505 -0.8634
C 2.3096 1.3947 -1.5048
C 2.4049 2.7244 -1.1523
C 1.3814 2.9543 -0.2496
C 1.0752 4.2693 0.3802
N 0.6602 1.8098 -0.0583
N 1.2099 -1.5636 -1.5658
C 1.0947 -2.9563 -1.5421
C 1.2293 -3.3947 -2.8036
C 1.4196 -2.2096 -3.6134
C 1.6188 -2.1535 -5.0848
N 1.3936 -1.1300 -2.8804
H 1.5051 -0.1250 5.0516
H -0.1769 -0.5492 4.7882
H 0.4348 1.0375 4.2803
H 2.5935 -2.1270 3.5401
H 2.6109 -2.4656 0.8370
H -1.2027 0.1052 -2.6158
H -3.6507 -1.0948 -2.2942
H -5.2229 -0.7481 0.4011
H -4.1820 -1.4395 1.6707
H -4.5944 -2.3757 0.2344
H 2.9035 0.7899 -2.1727
H 3.1218 3.4446 -1.5082
H 0.1248 4.6732 0.0223
H 1.8401 4.9860 0.0900
H 1.0796 4.2237 1.4692
H 0.9185 -3.4940 -0.6246
H 1.1998 -4.4132 -3.1536
H 2.4805 -2.7581 -5.3693
H 1.7846 -1.1297 -5.4097
H 0.7473 -2.5627 -5.5967
Br -2.6424 0.9299 3.1846
C -2.8236 2.8557 3.1840
Br -1.6198 3.4872 1.7910
H -2.4942 3.2633 4.1333
H -3.8397 3.1209 2.9141
```

Entry 7:
Here is C26H16ClMoN3O6S as an isolated structure at a distorted geometry from OMol25. Energies are from wB97M-V/def2-TZVPD.

Values from the calculation:
- Charge: +2
- HOMO level: -14.767 eV
- LUMO energy: -9.0 eV
- Frontier orbital gap: 5.8 eV
- E: -69173.842 eV

```
54
C26H16ClMoN3O6S, DFT wB97M-V/def2-TZVPD
Mo 0.2098 0.5816 0.8787
Cl 6.7536 4.2392 0.7721
C 5.4132 3.1645 0.7911
C 5.6237 1.7857 0.7852
C 4.5465 0.9121 0.8002
C 3.2199 1.3663 0.8222
O 2.1872 0.5299 0.8406
C 3.0600 2.7615 0.8278
C 1.7311 3.2566 0.8480
O 0.7252 2.5147 0.8616
C 4.1295 3.6631 0.8123
H 6.6267 1.3820 0.7689
H 4.7379 -0.1537 0.7958
H 1.6046 4.3430 0.8502
H 3.9523 4.7308 0.8171
C -3.9767 -1.2367 1.0105
C -2.9135 -0.3519 0.9892
N -1.5807 -0.6796 0.9256
C -1.3805 -2.0367 0.9090
C -2.4179 -3.0091 0.9280
C -3.7340 -2.5718 0.9726
C -2.1214 -4.3875 0.9067
C -0.8345 -4.8039 0.8754
C 0.2095 -3.8582 0.8624
C 1.5375 -4.2660 0.8424
C 2.5152 -3.3180 0.8398
C 2.1614 -1.9806 0.8515
N 0.8850 -1.4886 0.8650
C -0.0692 -2.4644 0.8732
H -4.9873 -0.8576 1.0651
H -3.1525 0.6487 1.0574
H -4.5566 -3.2765 0.9915
H -2.9194 -5.1177 0.9215
H -0.6138 -5.8628 0.8657
H 1.7976 -5.3178 0.8336
H 3.5580 -3.5984 0.8278
H 2.9270 -1.2646 0.8469
O -5.1310 2.5183 -1.5583
S -3.8213 3.1044 -1.5904
O -3.6042 4.3949 -2.1722
N -3.1160 3.0181 -0.1027
C -2.1252 2.2040 -0.1215
O -1.3364 1.8465 0.8468
C -1.8422 1.5324 -1.4224
C -0.8621 0.6228 -1.7683
C -0.7962 0.1780 -3.0843
C -1.7230 0.6233 -4.0313
C -2.7199 1.5303 -3.6817
C -2.7367 1.9627 -2.3710
H -0.1280 0.2780 -1.0252
H -0.0232 -0.5220 -3.3736
H -1.6577 0.2593 -5.0475
H -3.4437 1.8917 -4.4002
O 0.2124 0.5796 2.5710
```

Entry 8:
Here is a 2-piece molecular cluster, C3H3N3O2 overall at a distorted geometry from OMol25. Energies are from wB97M-V/def2-TZVPD.

Values from the calculation:
- HOMO level: -9.484 eV
- LUMO energy: 0.5 eV
- Frontier orbital gap: 10.0 eV
- E: -11719.327 eV

```
11
C3H3N3O2, DFT wB97M-V/def2-TZVPD
C 2.1520 -0.1746 0.1782
C 0.0957 -0.4869 0.0443
C -1.6873 0.9246 0.1851
H 3.1535 -0.7631 1.1008
H -1.4455 -1.8928 -0.0290
H -1.8190 2.0217 0.1713
N 1.1938 -1.1798 -0.1348
N -1.2061 -0.9986 -0.0995
N -2.2094 -0.1748 -0.0176
O 1.8519 1.0874 -0.2449
O -0.3143 0.8536 0.0042
```